*i*
The following is a DFT calculation (ωB97M-V/def2-TZVPD) of C32H22ClCoNO9PS as an isolated structure.

Calculated values
LUMO energy (spin up / spin down), Ha: 0.08767 / 0.08762
Net charge: -1
Highest occupied orbital energy (spin up / spin down), Ha: -0.1900 / -0.1903
Kohn-Sham gap (spin up / spin down), eV: 7.55 / 7.56
Multiplicity: 4

Atoms and positions in Å:
Co: -0.184 0.120 -0.746
O: 4.346 -0.630 -0.392
C: 3.136 -0.624 0.209
O: 2.484 -1.614 0.371
C: 2.760 0.730 0.738
C: 3.701 1.543 1.341
C: 3.263 2.723 1.934
C: 1.917 3.042 1.873
C: 1.056 2.181 1.198
N: 1.471 1.044 0.657
C: -0.428 2.513 1.035
O: -0.871 3.444 1.704
O: -1.040 1.749 0.234
H: 4.478 -1.549 -0.673
H: 4.740 1.245 1.356
H: 3.966 3.377 2.433
H: 1.500 3.935 2.315
O: -1.084 -3.713 -2.370
S: -0.959 -2.732 -1.321
O: 0.224 -1.855 -1.479
O: -2.144 -1.946 -1.010
C: -0.635 -3.640 0.189
C: -0.457 -5.012 0.127
C: -0.225 -5.731 1.291
C: -0.173 -5.074 2.510
C: -0.351 -3.700 2.569
C: -0.592 -2.962 1.416
P: -0.849 -1.141 1.412
C: -2.630 -1.008 1.845
C: -3.484 -0.261 1.045
C: -4.830 -0.161 1.370
C: -5.332 -0.808 2.489
C: -4.482 -1.557 3.293
C: -3.139 -1.651 2.970
C: -0.066 -0.570 2.958
C: 1.205 -1.013 3.327
C: 1.870 -0.430 4.393
C: 1.284 0.615 5.097
C: 0.028 1.070 4.729
C: -0.645 0.480 3.668
H: -0.506 -5.493 -0.840
H: -0.084 -6.804 1.245
H: 0.008 -5.631 3.421
H: -0.293 -3.196 3.526
H: -3.102 0.249 0.172
H: -5.487 0.424 0.740
H: -6.384 -0.732 2.737
H: -4.866 -2.066 4.168
H: -2.479 -2.235 3.602
H: 1.680 -1.804 2.761
H: 2.855 -0.786 4.668
H: 1.810 1.075 5.925
H: -0.431 1.898 5.254
H: -1.615 0.861 3.374
Cl: 0.052 0.565 -8.071
C: -0.290 0.601 -6.353
C: -1.622 0.743 -5.916
C: -1.915 0.781 -4.586
C: -0.899 0.668 -3.578
O: -1.230 0.717 -2.354
C: 0.442 0.525 -4.057
C: 1.572 0.448 -3.184
O: 1.578 0.421 -1.953
C: 0.714 0.500 -5.442
H: -2.412 0.818 -6.653
H: -2.934 0.883 -4.240
H: 2.551 0.424 -3.694
H: 1.741 0.395 -5.774

*ii*
The following is a DFT calculation (ωB97M-V/def2-TZVPD) of C32H22ClCoNO9PS as an isolated structure.

Calculated values
LUMO energy (spin up / spin down), Ha: 0.09347 / 0.06108
Net charge: -1
Highest occupied orbital energy (spin up / spin down), Ha: -0.1275 / -0.1948
Kohn-Sham gap (spin up / spin down), eV: 6.01 / 6.96
Multiplicity: 4

Atoms and positions in Å:
Co: 0.718 -1.183 1.670
O: 2.046 -0.321 5.308
C: 1.347 -0.696 4.207
O: 1.975 -0.747 3.082
C: -0.007 -1.035 4.263
C: -0.925 -1.110 5.337
C: -2.223 -1.450 5.077
C: -2.650 -1.722 3.757
C: -1.720 -1.628 2.741
N: -0.461 -1.309 2.998
C: -1.880 -1.853 1.250
O: -2.932 -2.190 0.736
O: -0.778 -1.657 0.609
H: 2.919 -0.035 5.003
H: -0.573 -0.891 6.331
H: -2.944 -1.509 5.880
H: -3.672 -1.979 3.535
O: -0.389 2.975 1.707
S: -0.758 1.603 2.002
O: -1.145 1.382 3.374
O: 0.311 0.671 1.497
C: -2.137 1.250 0.925
C: -3.389 0.875 1.361
C: -4.361 0.577 0.417
C: -4.053 0.643 -0.933
C: -2.792 1.029 -1.358
C: -1.819 1.349 -0.418
P: -0.125 1.943 -0.815
C: -0.599 3.401 -1.842
C: -0.723 3.415 -3.227
C: -0.963 4.610 -3.886
C: -1.080 5.792 -3.174
C: -0.978 5.778 -1.791
C: -0.738 4.589 -1.130
C: 0.493 0.770 -2.009
C: 0.158 -0.607 -2.030
C: 1.008 -1.527 -2.535
C: 2.417 -1.181 -2.862
C: 2.585 0.273 -3.129
C: 1.694 1.169 -2.666
H: -3.581 0.807 2.421
H: -5.348 0.276 0.736
H: -4.809 0.383 -1.661
H: -2.561 1.065 -2.414
H: -0.622 2.497 -3.790
H: -1.046 4.624 -4.965
H: -1.238 6.725 -3.698
H: -1.061 6.700 -1.234
H: -0.638 4.547 -0.054
H: -0.812 -0.912 -1.666
H: 0.732 -2.571 -2.597
H: 2.775 -1.767 -3.718
H: 3.476 0.592 -3.655
H: 1.861 2.233 -2.801
Cl: 4.757 -5.276 -2.704
C: 3.906 -4.019 -1.857
C: 4.233 -2.724 -2.110
C: 3.366 -1.627 -1.616
C: 2.507 -1.996 -0.419
O: 1.978 -1.069 0.230
C: 2.345 -3.389 -0.108
C: 1.624 -3.741 1.042
O: 1.054 -2.983 1.879
C: 2.960 -4.387 -0.907
H: 5.020 -2.474 -2.802
H: 3.950 -0.741 -1.349
H: 1.576 -4.810 1.283
H: 2.738 -5.426 -0.727

On energetic grounds, *i* is preferred over the next structure by 0.1869 hartree.

*i*
The following is a DFT calculation (ωB97M-V/def2-TZVPD) of one molecule with the formula C8H10N2O.

Calculated values
LUMO energy, Ha: 0.03246
SMILES: CC1=N/C=C\C=C/O/C(C)=N\1
Highest occupied orbital energy, Ha: -0.2929
Kohn-Sham gap, eV: 8.85

Atoms and positions in Å:
C: -0.749 -2.375 -0.761
C: -0.604 -1.193 0.137
N: -1.623 -0.676 0.788
C: -1.821 0.560 1.298
C: -1.812 1.792 0.676
C: -1.303 1.850 -0.698
C: -0.169 1.314 -1.199
O: 1.062 1.282 -0.573
C: 1.426 0.190 0.193
C: 2.768 0.240 0.903
N: 0.723 -0.846 0.350
H: -1.701 -2.772 -0.532
H: -0.023 -3.066 -0.575
H: -0.706 -2.131 -1.898
H: -2.194 0.625 2.333
H: -2.288 2.722 1.176
H: -2.019 2.242 -1.516
H: -0.063 0.874 -2.204
H: 2.890 -0.787 1.118
H: 2.843 1.044 1.545
H: 3.516 0.562 0.219

*ii*
The following is a DFT calculation (ωB97M-V/def2-TZVPD) of C8H10N2O as an isolated structure.

Calculated values
LUMO energy, Ha: 0.01704
Highest occupied orbital energy, Ha: -0.3224
Kohn-Sham gap, eV: 9.24

Atoms and positions in Å:
C: -0.909 2.487 -1.437
C: 1.284 -0.212 -1.935
C: 0.820 -0.664 -0.710
C: -0.064 0.390 -0.328
C: -0.785 0.384 1.024
C: -0.836 -0.945 1.623
C: 0.623 -1.804 1.522
C: 1.267 -1.821 0.102
H: -1.206 2.291 -2.343
H: -1.626 2.484 -0.265
H: -0.053 3.304 -1.266
H: 1.899 -0.814 -2.505
H: -0.026 1.041 2.045
H: -1.978 1.018 0.552
H: -1.263 -0.929 2.809
H: -1.367 -1.530 0.899
H: 0.468 -2.967 2.015
H: 1.278 -1.234 2.045
N: -0.055 1.264 -1.394
N: 0.618 0.942 -2.312
O: 1.912 -2.685 -0.140

On energetic grounds, *i* is preferred over the next structure by 0.1608 hartree.